Record 1
{
  "formula": "C6H12O",
  "method": "ωB97M-V/def2-TZVPD",
  "symbols": ["C", "C", "C", "C", "C", "H", "H", "H", "H", "H", "H", "H", "H", "H", "H", "C", "O", "H", "H"],
  "coordinates": [[-1.465, 0.071, -1.546], [-0.268, 0.687, -0.872], [0.746, 0.038, -0.285], [1.870, 0.790, 0.381], [0.863, -1.464, -0.240], [-2.307, 0.769, -1.545], [-1.249, -0.188, -2.590], [-1.800, -0.839, -1.036], [-0.235, 1.778, -0.862], [1.735, 1.874, 0.307], [2.839, 0.534, -0.066], [1.938, 0.523, 1.445], [1.610, -1.814, -0.965], [-0.082, -1.966, -0.466], [1.202, -1.801, 0.748], [-1.345, 0.254, 1.895], [-2.458, -0.066, 1.562], [-0.573, -0.491, 2.179], [-1.020, 1.311, 1.956]],
  "homo_energy_ev": -9.08,
  "homo_lumo_gap_ev": 10.0,
  "spin_multiplicity": 1,
  "smiles": "CC=C(C)C.C=O",
  "lumo_ev": 0.92,
  "total_energy_ha": -311.00374
}

=====

Record 2
{
  "formula": "C2H4NO3S",
  "method": "ωB97M-V/def2-TZVPD",
  "symbols": ["C", "C", "N", "O", "O", "O", "S", "H", "H", "H", "H"],
  "coordinates": [[2.269, -0.719, -0.070], [-1.024, 1.711, -0.153], [1.510, 0.144, -0.377], [-1.323, -1.878, -0.456], [3.176, -1.336, 0.395], [-0.558, 0.097, 1.609], [0.139, 1.176, 0.861], [-0.717, 2.579, -0.696], [-1.457, 0.939, -0.725], [-1.081, -1.563, 0.451], [-0.935, -1.149, -0.839]],
  "homo_energy_ev": -4.64,
  "homo_lumo_gap_ev": 8.3,
  "spin_multiplicity": 1,
  "charge": -1,
  "lumo_ev": 3.71,
  "total_energy_ha": -757.26614
}

=====

Record 3
{
  "formula": "C4H14O3",
  "method": "ωB97M-V/def2-TZVPD",
  "symbols": ["C", "C", "C", "C", "H", "H", "H", "H", "H", "H", "H", "H", "O", "H", "H", "O", "H", "H", "O", "H", "H"],
  "coordinates": [[-0.041, -1.060, -2.203], [0.698, 0.195, -1.864], [1.535, 0.302, -0.842], [2.137, 1.586, -0.298], [0.026, -1.270, -3.279], [0.169, -1.999, -1.687], [-1.125, -0.958, -2.109], [0.572, 0.987, -2.590], [1.685, -0.519, -0.153], [2.742, 1.420, 0.597], [2.776, 2.120, -1.002], [1.279, 2.243, -0.134], [-0.232, -1.217, 1.111], [0.125, -1.473, 1.989], [0.155, -0.337, 1.057], [-2.868, -1.244, 1.656], [-3.076, -2.124, 2.021], [-1.923, -1.259, 1.412], [-1.153, 1.405, 2.176], [-1.477, 2.277, 1.953], [-2.005, 0.926, 2.188]],
  "homo_energy_ev": -9.09,
  "homo_lumo_gap_ev": 9.8,
  "spin_multiplicity": 1,
  "smiles": "C/C=C/C.O.O.O",
  "lumo_ev": 0.68,
  "total_energy_ha": -386.48665
}

=====

Record 4
{
  "formula": "C28H56O26S9",
  "method": "ωB97M-V/def2-TZVPD",
  "symbols": ["C", "C", "C", "S", "O", "O", "C", "H", "H", "H", "H", "H", "H", "H", "H", "C", "C", "C", "S", "O", "O", "C", "H", "H", "H", "H", "H", "H", "H", "H", "C", "C", "C", "S", "O", "O", "C", "H", "H", "H", "H", "H", "H", "H", "H", "C", "C", "C", "S", "O", "O", "C", "H", "H", "H", "H", "H", "H", "H", "H", "C", "C", "C", "S", "O", "O", "C", "H", "H", "H", "H", "H", "H", "H", "H", "C", "C", "O", "S", "O", "O", "O", "H", "H", "H", "H", "C", "C", "O", "S", "O", "O", "O", "H", "H", "H", "H", "C", "C", "O", "S", "O", "O", "O", "H", "H", "H", "H", "C", "C", "O", "S", "O", "O", "O", "H", "H", "H", "H"],
  "coordinates": [[-0.452, 4.619, 1.877], [-1.793, 3.981, 1.785], [-1.600, 2.554, 1.145], [0.026, 2.050, 1.561], [0.763, 1.794, 0.309], [-0.117, 0.969, 2.539], [0.596, 3.581, 2.385], [-0.533, 5.502, 2.510], [-0.144, 5.026, 0.913], [-2.558, 4.588, 1.300], [-2.030, 3.813, 2.836], [-1.581, 2.617, 0.057], [-2.337, 1.757, 1.244], [1.636, 3.713, 2.086], [0.560, 3.413, 3.462], [-2.710, 4.650, -2.955], [-3.474, 4.253, -1.688], [-2.492, 3.591, -0.763], [-1.275, 2.568, -1.801], [-1.536, 1.165, -1.653], [0.059, 3.091, -1.467], [-1.969, 3.358, -3.356], [-2.009, 5.454, -2.733], [-3.398, 4.947, -3.746], [-4.325, 3.605, -1.895], [-3.917, 5.131, -1.217], [-2.851, 3.028, 0.099], [-1.941, 4.447, -0.373], [-2.750, 2.698, -3.735], [-1.212, 3.406, -4.138], [-1.370, -0.349, -0.505], [-1.238, -1.783, -0.981], [0.266, -2.165, -1.172], [1.217, -0.827, -0.208], [1.799, 0.116, -1.132], [2.036, -1.509, 0.843], [-0.309, -0.001, 0.515], [-2.419, -0.195, -0.250], [-1.379, 0.277, -1.397], [-1.885, -1.886, -1.852], [-1.772, -2.347, -0.216], [0.562, -2.122, -2.220], [0.549, -3.123, -0.736], [-0.143, 0.998, 0.918], [-0.550, -0.541, 1.430], [4.075, -2.452, 1.232], [2.856, -3.158, 0.722], [3.097, -4.660, 0.643], [4.185, -5.023, 2.116], [5.391, -5.778, 1.676], [3.417, -5.469, 3.260], [4.731, -3.229, 2.412], [3.789, -1.479, 1.632], [4.896, -2.204, 0.560], [2.705, -2.719, -0.265], [1.998, -2.918, 1.349], [3.692, -4.862, -0.248], [2.255, -5.349, 0.711], [5.820, -3.181, 2.400], [4.383, -2.968, 3.412], [-3.893, -1.526, 0.826], [-4.766, -0.344, 1.189], [-5.788, -0.091, 0.033], [-5.786, -1.691, -0.936], [-5.102, -1.548, -2.193], [-7.154, -2.133, -0.906], [-4.832, -2.620, 0.324], [-3.295, -1.905, 1.654], [-3.258, -1.181, 0.009], [-4.192, 0.582, 1.233], [-5.232, -0.568, 2.149], [-5.576, 0.698, -0.689], [-6.826, 0.017, 0.348], [-4.368, -3.467, -0.181], [-5.519, -2.825, 1.146], [2.206, 0.909, 1.024], [3.414, -0.030, 1.308], [4.332, 0.761, 2.030], [3.992, 2.427, 1.970], [5.077, 3.208, 1.373], [3.478, 2.784, 3.280], [2.857, 2.153, 0.843], [1.484, 0.769, 1.829], [1.660, 0.721, 0.099], [3.906, -0.486, 0.448], [2.950, -0.830, 1.884], [-0.722, -2.521, 2.699], [-0.190, -1.354, 3.473], [-1.396, -0.806, 4.030], [-2.542, -0.715, 2.809], [-2.361, 0.495, 2.011], [-3.869, -0.941, 3.358], [-1.978, -2.099, 2.088], [-0.876, -3.369, 3.366], [-0.131, -2.952, 1.891], [0.264, -0.565, 2.873], [0.519, -1.518, 4.284], [0.653, 1.240, -3.418], [1.455, -0.107, -3.449], [0.630, -0.735, -4.432], [-1.011, -0.510, -4.195], [-1.539, -1.156, -2.954], [-1.696, -0.694, -5.459], [-0.711, 1.073, -3.881], [1.169, 2.087, -3.872], [0.472, 1.454, -2.365], [1.551, -0.732, -2.560], [2.367, -0.026, -4.040], [4.074, -1.159, -0.779], [4.000, -0.179, -1.910], [3.132, -0.781, -2.821], [3.612, -2.315, -3.083], [4.801, -2.348, -3.958], [2.441, -3.261, -3.306], [4.010, -2.451, -1.450], [3.222, -1.122, -0.100], [5.010, -1.047, -0.230], [4.965, 0.073, -2.350], [3.622, 0.794, -1.598]],
  "homo_energy_ev": -7.68,
  "homo_lumo_gap_ev": 7.4,
  "spin_multiplicity": 1,
  "lumo_ev": -0.32,
  "total_energy_ha": -6638.38635
}

=====

Record 5
{
  "formula": "C33H62N5O15",
  "method": "ωB97M-V/def2-TZVPD",
  "symbols": ["C", "C", "O", "O", "H", "H", "H", "C", "C", "O", "N", "C", "H", "H", "H", "H", "H", "H", "H", "C", "C", "O", "N", "C", "H", "H", "H", "H", "H", "H", "H", "C", "C", "O", "N", "C", "H", "H", "H", "H", "H", "H", "H", "C", "C", "O", "N", "C", "H", "H", "H", "H", "H", "H", "H", "C", "C", "O", "N", "C", "H", "H", "H", "H", "H", "H", "H", "O", "C", "O", "C", "C", "C", "H", "H", "H", "H", "H", "H", "O", "C", "O", "C", "C", "C", "H", "H", "H", "H", "H", "H", "O", "C", "O", "C", "C", "C", "H", "H", "H", "H", "H", "H", "O", "C", "O", "C", "C", "C", "H", "H", "H", "H", "H", "H"],
  "coordinates": [[0.995, -0.967, -0.673], [0.382, -0.881, -1.996], [-0.784, -0.525, -1.913], [1.021, -1.118, -3.049], [0.310, -0.964, 0.175], [1.837, -0.287, -0.538], [1.487, -1.939, -0.646], [5.650, 4.028, -1.844], [6.558, 4.608, -0.843], [7.590, 4.047, -0.375], [6.189, 5.818, -0.378], [6.800, 6.653, 0.668], [6.066, 3.051, -2.090], [5.372, 4.707, -2.650], [4.677, 3.825, -1.397], [5.250, 6.051, -0.668], [6.222, 7.491, 1.057], [7.790, 6.958, 0.328], [6.784, 6.185, 1.652], [-6.642, -1.121, -4.618], [-5.885, -1.463, -5.981], [-6.467, -1.967, -6.988], [-4.580, -1.080, -5.983], [-3.744, -1.194, -7.163], [-6.059, -0.927, -3.718], [-7.426, -1.849, -4.409], [-7.241, -0.211, -4.663], [-3.988, -0.789, -5.218], [-3.758, -0.238, -7.685], [-4.062, -1.969, -7.861], [-2.719, -1.424, -6.873], [6.181, 4.055, 7.894], [5.892, 2.801, 7.030], [5.837, 1.636, 7.561], [5.609, 3.101, 5.804], [5.157, 2.107, 4.791], [5.740, 3.832, 8.866], [5.735, 4.958, 7.478], [7.223, 4.098, 8.210], [5.954, 3.977, 5.438], [4.442, 1.478, 5.321], [5.924, 1.480, 4.337], [4.590, 2.471, 3.934], [-0.257, -6.367, -4.771], [-0.238, -6.662, -6.306], [-0.550, -7.749, -6.726], [0.257, -5.625, -6.964], [0.578, -5.720, -8.372], [-0.804, -5.434, -4.631], [0.760, -6.267, -4.391], [-0.744, -7.081, -4.106], [0.296, -4.721, -6.516], [-0.184, -6.212, -8.976], [1.538, -6.210, -8.531], [0.685, -4.737, -8.832], [-4.121, -7.165, 7.202], [-3.548, -7.046, 5.812], [-3.690, -8.013, 5.015], [-2.848, -5.911, 5.614], [-1.831, -5.507, 4.581], [-3.381, -7.149, 8.003], [-4.828, -7.984, 7.325], [-4.533, -6.228, 7.576], [-3.015, -5.200, 6.311], [-1.047, -6.262, 4.537], [-1.355, -4.570, 4.869], [-2.321, -5.170, 3.667], [0.262, 6.847, -2.308], [-0.719, 6.262, -2.925], [-0.666, 5.169, -3.687], [-1.860, 4.892, -4.338], [-2.718, 6.143, -4.155], [-2.134, 6.843, -2.986], [-2.493, 4.040, -4.090], [-1.683, 4.776, -5.407], [-3.786, 5.929, -4.140], [-2.525, 7.003, -4.797], [-2.761, 6.468, -2.177], [-2.163, 7.927, -2.881], [-3.047, -0.919, 9.193], [-2.709, -0.097, 8.426], [-2.211, -0.338, 7.120], [-1.867, 0.863, 6.446], [-1.633, 1.925, 7.569], [-2.681, 1.382, 8.624], [-2.570, 1.304, 5.739], [-0.934, 0.575, 5.962], [-1.923, 2.934, 7.276], [-0.624, 1.920, 7.982], [-3.729, 1.503, 8.351], [-2.531, 1.719, 9.650], [-5.303, 4.968, 2.852], [-5.829, 4.474, 1.852], [-5.171, 3.451, 1.237], [-6.050, 2.893, 0.279], [-7.282, 3.740, 0.182], [-6.966, 4.985, 0.992], [-6.382, 1.949, 0.711], [-5.712, 2.816, -0.754], [-8.131, 3.175, 0.568], [-7.473, 3.986, -0.862], [-7.801, 5.372, 1.576], [-6.578, 5.771, 0.344], [7.690, -7.591, -3.803], [7.217, -6.472, -3.482], [7.426, -5.872, -2.244], [6.697, -4.609, -2.005], [5.864, -4.499, -3.294], [6.359, -5.534, -4.318], [7.310, -3.708, -2.047], [6.064, -4.575, -1.118], [5.751, -3.490, -3.692], [4.820, -4.787, -3.171], [6.923, -5.033, -5.104], [5.535, -5.994, -4.863]],
  "homo_energy_ev": -4.39,
  "homo_lumo_gap_ev": 5.7,
  "spin_multiplicity": 1,
  "charge": -1,
  "lumo_ev": 1.33,
  "total_energy_ha": -2696.97240
}

=====

Record 6
{
  "formula": "C3H8N",
  "method": "ωB97M-V/def2-TZVPD",
  "symbols": ["C", "C", "C", "N", "H", "H", "H", "H", "H", "H", "H", "H"],
  "coordinates": [[-0.999, 0.701, 0.913], [-0.277, 0.035, 0.032], [0.299, 0.590, -1.238], [0.448, -1.191, 0.544], [-1.450, 0.212, 1.765], [-1.273, 1.718, 0.701], [-0.447, 0.440, -2.011], [0.579, 1.640, -1.205], [1.240, 0.131, -1.545], [1.450, -1.000, 0.498], [0.161, -2.008, 0.000], [0.268, -1.268, 1.545]],
  "homo_energy_ev": -15.25,
  "homo_lumo_gap_ev": 11.2,
  "spin_multiplicity": 1,
  "smiles": "C=C(C)[NH3+]",
  "charge": 1,
  "lumo_ev": -4.02,
  "total_energy_ha": -173.56866
}

=====

Short version: ΔE to the lowest compared entry with this formula, charge and spin = 1.511 1.513 1.092 45.240 5.522 0.383 eV, in the order given.